# 1
Entry from the OMol25 dataset: a structure of composition C7H9OP at a distorted geometry (ωB97M-V/def2-TZVPD).

The geometry in XYZ format:
```
18
Properties=species:S:1:pos:R:3:forces:R:3
C 2.935624 -0.044150 -0.077397 -0.5 0.9 -1.1
C 2.270426 -1.170711 0.277821 -1.1 -0.5 -0.5
C 2.170504 1.064965 -0.440168 1.8 -0.2 -0.1
C 0.892479 -1.217146 0.306884 -1.9 0.9 0.7
C 0.837617 1.079207 -0.445911 -3.4 -0.8 1.5
C 0.145692 -0.082082 0.032902 -2.7 1.0 0.9
C -1.689253 0.090660 0.520535 1.8 -3.1 -1.4
O -2.107630 1.346136 0.239726 0.0 2.5 2.6
P -2.825519 -1.143039 -0.477493 1.3 -0.1 0.4
H 3.943925 0.080330 -0.370527 1.2 -0.6 0.6
H 2.521466 -2.165067 0.434822 2.4 -1.3 0.4
H 2.671999 1.945530 -0.759743 0.5 0.6 -0.2
H 0.439209 -2.146394 0.677283 -0.1 0.5 -0.3
H 0.332741 2.029017 -0.624229 -0.2 -0.4 -0.2
H -1.927219 -0.175847 1.602929 1.2 0.1 -1.2
H -2.062423 1.766609 1.158292 -0.2 0.0 -2.2
H -4.036932 -0.793771 0.141777 -0.1 0.3 0.2
H -3.030784 -0.314351 -1.596991 0.1 0.2 0.0
```
Positions in Å, forces in eV/Å.

* energy relative to the best compared isomer or geometry (same formula, charge and spin): 262.6 kJ/mol
* largest force on an atom: 3.8 eV/A
* total charge: 0
* frontier orbital gap: 9.64 eV


# 2
Entry from the OMol25 dataset: a cluster of 14 separate species, C3H32N2O15 in total at a distorted geometry (ωB97M-V/def2-TZVPD).

The geometry in XYZ format:
```
52
Properties=species:S:1:pos:R:3:forces:R:3
O -0.349491 2.816860 -0.962620 0.5 0.2 -0.7
C 0.356220 1.878712 -1.321773 -0.7 -0.7 2.2
N 0.551282 0.878305 -0.343816 0.4 -0.6 -1.9
C 0.721376 -0.484096 -0.724554 -0.5 1.5 1.5
N 0.552071 -1.341789 0.317120 0.7 -0.7 0.3
O 0.903221 -0.851843 -1.875852 0.3 -0.5 0.2
C 0.844115 1.677558 -2.686195 -0.4 -0.4 -4.2
H 0.408255 1.123122 0.653260 0.2 -0.2 -1.0
H 0.498558 -0.997207 1.293918 0.5 -0.1 -1.3
H 1.055526 -2.260944 0.188779 -1.3 1.0 0.4
H 0.425803 0.758710 -3.164849 -0.4 0.4 1.0
H 1.877011 1.403165 -2.963643 -0.1 0.7 1.2
H 0.481294 2.431071 -3.464761 0.6 -0.2 1.7
H 3.862447 -1.550148 -0.744945 -0.1 0.0 0.4
H 3.207128 -1.433786 0.622693 0.0 0.1 0.1
O 3.961975 -1.112505 0.120773 0.2 0.2 -0.2
H -1.681033 2.801846 0.885431 0.3 0.6 -0.6
H -1.514466 4.390457 0.985030 0.0 -0.6 -0.4
O -1.611425 3.563851 1.472335 -0.7 0.0 0.6
H 0.551952 3.770687 2.851496 -0.7 -0.2 -0.4
H -0.495200 2.565263 2.821675 0.0 0.9 -0.6
O 0.283206 2.933126 3.234435 1.0 -0.2 1.6
H 0.253920 0.309659 2.754751 1.6 0.3 0.0
H 1.704312 0.902665 3.015097 -0.4 0.2 0.2
O 1.093970 0.628252 2.325680 -0.7 -0.9 -0.1
H 0.405145 -4.234410 -0.223113 -0.1 0.0 0.3
H 1.926112 -4.121388 -0.055892 0.0 -0.1 0.0
O 1.088882 -3.899957 0.374433 0.4 -0.8 -0.3
H -1.303589 -0.943140 3.214802 -0.1 0.0 0.1
H -0.971847 0.289484 4.008315 -0.2 -0.3 0.5
O -0.754052 -0.656243 3.958288 -0.2 0.4 -0.2
H 3.789655 1.020361 -0.858340 0.0 -0.1 0.5
H 3.476131 1.810212 0.424491 0.0 -0.3 0.0
O 3.604345 1.905448 -0.522422 0.0 0.4 -0.4
H -3.692158 0.675472 -2.642331 0.2 -0.1 0.2
H -3.643143 -0.742549 -3.235541 0.0 0.2 -0.1
O -3.687898 -0.266631 -2.400738 0.0 0.1 -0.2
H -1.953205 -0.760245 0.886699 0.2 0.3 0.0
H -2.815625 0.389498 1.310542 0.0 0.1 0.1
O -1.908816 0.067970 1.399369 -0.4 -0.5 -0.2
H -2.025452 -2.329486 -0.574850 0.0 -0.1 -0.6
H -3.337548 -2.202772 -1.519892 1.0 0.0 1.7
O -2.979295 -2.456362 -0.621323 -0.9 0.2 -0.9
H -1.405050 -3.822374 1.970903 -0.3 0.0 -0.1
H -2.632986 -3.672835 0.985407 0.0 0.1 0.1
O -1.779833 -4.097547 1.126715 0.4 -0.2 0.0
H -1.859184 2.510248 -2.176730 0.0 0.0 -0.2
H -2.957524 3.308337 -1.634865 -0.4 -0.1 -0.4
O -2.793081 2.692092 -2.366207 0.1 0.1 0.5
H 2.055772 -2.445218 -2.062661 0.0 0.7 0.5
H 3.254207 -3.127699 -2.596633 0.5 -0.1 0.3
O 2.949043 -2.714167 -1.776589 -0.5 -0.8 -1.1
```
Positions in Å, forces in eV/Å.

* energy relative to the best compared isomer or geometry (same formula, charge and spin): 0.0 kJ/mol
* largest force on an atom: 4.3 eV/A
* total charge: 0
* frontier orbital gap: 10.08 eV


# 3
Entry from the OMol25 dataset: a structure of composition C4H10CuO3 at a distorted geometry (ωB97M-V/def2-TZVPD).

The geometry in XYZ format:
```
18
Properties=species:S:1:pos:R:3:forces:R:3
C -0.483073 -1.492608 0.506408 -1.4 0.3 -0.5
O -1.638672 -1.179582 -0.327340 1.0 -0.2 0.2
C -2.360156 -0.027402 0.031951 -0.5 0.0 0.5
C -1.785322 1.287172 -0.504051 -0.1 0.3 -0.5
O -0.559420 1.681531 0.027169 -0.6 -0.7 0.2
H 0.093632 -2.221590 -0.090445 0.1 0.5 0.1
H -0.856587 -2.076859 1.376730 0.3 0.7 0.0
H -2.473785 0.028268 1.133662 0.1 0.0 -0.2
H -3.375217 -0.144042 -0.383229 0.3 0.0 0.0
H -2.563474 2.059698 -0.323927 0.2 -0.2 0.0
H -1.708529 1.172600 -1.606927 0.0 0.0 0.3
Cu 0.383936 0.343277 0.862859 -1.6 -0.8 -0.2
O 2.244989 0.511406 0.725437 2.3 0.0 -1.4
H 2.830886 1.134964 1.162601 0.1 0.0 -0.1
C 2.911793 -0.131699 -0.431248 0.7 -0.3 0.6
H 3.309750 0.464103 -1.261597 -0.7 0.9 0.5
H 3.824365 -0.573342 -0.009887 -0.5 -0.6 -0.2
H 2.204881 -0.835892 -0.888169 0.3 0.1 0.6
```
Positions in Å, forces in eV/Å.

* energy relative to the best compared isomer or geometry (same formula, charge and spin): 38.2 kJ/mol
* largest force on an atom: 2.7 eV/A
* total charge: 0
* spin multiplicity: 2
* frontier orbital gap (alpha / beta): 7.75 / 7.84 eV


# 4
Entry from the OMol25 dataset: a structure of composition C29H47BrN2O2RuSb at a distorted geometry (ωB97M-V/def2-TZVPD).

The geometry in XYZ format:
```
83
Properties=species:S:1:pos:R:3:forces:R:3
Ru 0.089447 -1.318390 -0.791572 -0.8 -0.6 1.4
C 2.380997 4.617815 3.577197 -0.1 0.1 0.0
C 3.306575 3.568027 2.913075 0.0 -0.2 0.1
C 3.982696 2.728477 3.997706 0.0 0.0 0.0
C 4.390558 4.295624 2.077190 0.0 0.0 -0.2
C 2.473779 2.746590 1.981462 0.0 -0.1 -0.2
C 2.409200 1.302726 2.106704 0.1 0.5 0.0
C 1.607581 0.653023 1.259302 0.1 -0.6 0.1
Br 1.435396 -1.237013 1.337798 -0.1 0.0 -0.3
C 0.797212 1.303744 0.245922 -0.7 -0.3 -0.4
O -0.038595 0.621725 -0.408039 0.4 0.2 0.1
C 0.937733 2.740467 0.041029 0.1 0.5 0.1
C 1.749701 3.381140 0.938731 0.1 0.0 0.1
C 0.264514 3.542657 -1.066524 -0.1 -0.1 -0.1
C -0.692204 4.555860 -0.400934 0.0 0.0 0.1
C 1.360873 4.303823 -1.846392 0.1 0.0 0.1
C -0.534806 2.714077 -2.080266 0.0 0.0 0.0
H 2.987714 5.214019 4.259361 0.0 0.0 0.0
H 1.584699 4.142866 4.153959 0.1 0.0 0.0
H 1.928670 5.297776 2.855221 0.0 0.0 0.0
H 4.536747 3.392971 4.658267 0.0 0.0 0.0
H 4.703176 2.017866 3.586453 0.0 0.0 0.0
H 3.258447 2.189665 4.613964 0.0 0.0 0.0
H 4.993536 4.897335 2.757704 0.0 0.0 0.0
H 3.960718 4.963905 1.331159 0.0 0.0 0.0
H 5.050934 3.589018 1.572112 0.0 0.0 0.0
H 2.979423 0.783940 2.864305 0.0 0.1 0.0
H 1.856726 4.450434 0.845567 0.0 0.0 0.0
H -0.163692 5.264493 0.238303 0.0 0.0 0.0
H -1.450978 4.050331 0.201705 0.0 0.0 0.0
H -1.202068 5.127256 -1.177129 0.0 0.0 0.0
H 1.902620 5.018553 -1.227813 0.0 0.0 0.0
H 0.892178 4.865923 -2.653693 0.0 0.0 0.0
H 2.085268 3.616576 -2.288859 0.0 0.0 0.0
H -1.427550 2.263984 -1.640358 0.1 0.0 0.0
H 0.065660 1.931899 -2.550105 0.0 0.0 0.0
H -0.860411 3.388178 -2.871245 0.0 0.0 0.0
N 4.399470 -2.190229 -3.916360 -0.2 -0.1 0.0
C 3.615942 -3.282157 -4.140044 0.1 0.1 0.1
O 3.619860 -3.946542 -5.142930 0.0 0.0 -0.1
C 2.622590 -3.646995 -3.056310 0.0 0.0 0.0
C 2.369168 -4.996130 -2.819787 0.1 -0.1 0.0
C 1.395233 -5.359182 -1.907746 0.0 -0.1 0.0
C 0.657471 -4.373721 -1.280913 0.1 0.2 0.0
N 0.865626 -3.077105 -1.538718 0.0 0.1 -0.1
C 1.845230 -2.722808 -2.397952 -0.2 -0.2 0.1
H 5.090692 -1.979393 -4.621454 0.0 0.0 0.0
H 4.582906 -1.863501 -2.983887 0.0 -0.1 0.0
H 2.938252 -5.738674 -3.366860 0.0 0.0 0.0
H 1.187647 -6.399054 -1.691233 0.0 0.0 0.0
H -0.118492 -4.614772 -0.569587 0.0 0.0 0.0
H 1.960653 -1.658135 -2.598292 0.0 0.1 0.0
C -3.891173 -4.824065 1.005841 -0.3 0.0 0.2
C -3.956416 -3.385944 1.466019 0.8 0.2 -0.2
C -3.775812 -3.158062 2.949003 -0.3 -0.2 0.1
Sb -2.481080 -2.099189 0.355300 1.1 0.6 -0.8
C -2.941830 -0.038983 0.783859 -0.2 -0.5 0.2
C -4.461650 0.097978 0.679145 0.1 0.5 0.1
C -2.361084 0.403841 2.121919 -0.1 0.2 -0.1
C -2.942303 -2.185694 -1.740945 -0.4 -0.3 0.2
C -2.656082 -3.550990 -2.368500 -0.1 0.1 -0.1
C -2.167276 -1.078004 -2.430735 -0.1 0.1 0.1
H -4.729792 -5.344620 1.482071 0.0 0.0 0.0
H -2.979661 -5.322610 1.333443 0.0 0.0 0.0
H -4.019677 -4.943906 -0.066463 0.0 0.0 0.0
H -4.810700 -2.842132 1.045885 -0.1 -0.1 0.1
H -2.877194 -3.639402 3.332812 0.0 0.0 0.0
H -4.631951 -3.626017 3.447171 0.1 0.0 0.0
H -3.780594 -2.107003 3.232624 0.0 0.0 0.0
H -2.437955 0.473554 -0.033920 -0.1 0.1 0.0
H -4.974910 -0.400553 1.503913 0.0 0.0 0.0
H -4.869846 -0.267644 -0.264986 0.0 0.0 0.0
H -4.720883 1.159008 0.743422 -0.1 0.0 0.0
H -2.841834 -0.092577 2.965052 0.0 0.0 0.0
H -2.532834 1.476810 2.246920 0.0 0.0 0.0
H -1.284996 0.229799 2.192266 0.0 0.0 0.0
H -4.013980 -1.973844 -1.782317 0.0 0.0 -0.2
H -1.585204 -3.714126 -2.495249 0.0 0.0 0.0
H -3.106486 -3.594929 -3.362560 0.0 0.0 0.0
H -3.061582 -4.383035 -1.798587 0.0 0.0 0.0
H -1.063968 -1.183541 -2.270789 0.5 -0.1 -0.4
H -2.438549 -0.068646 -2.132665 0.0 0.0 0.0
H -2.237418 -1.154439 -3.518142 0.0 0.0 0.0
```
Positions in Å, forces in eV/Å.

* energy relative to the best compared isomer or geometry (same formula, charge and spin): 8.7 kJ/mol
* largest force on an atom: 1.7 eV/A
* total charge: +3
* frontier orbital gap (alpha / beta): 4.72 / 4.78 eV


What did the third record say?
Entry from the OMol25 dataset: a structure of composition C4H10CuO3 at a distorted geometry (ωB97M-V/def2-TZVPD).

The geometry in XYZ format:
```
18
Properties=species:S:1:pos:R:3:forces:R:3
C -0.483073 -1.492608 0.506408 -1.4 0.3 -0.5
O -1.638672 -1.179582 -0.327340 1.0 -0.2 0.2
C -2.360156 -0.027402 0.031951 -0.5 0.0 0.5
C -1.785322 1.287172 -0.504051 -0.1 0.3 -0.5
O -0.559420 1.681531 0.027169 -0.6 -0.7 0.2
H 0.093632 -2.221590 -0.090445 0.1 0.5 0.1
H -0.856587 -2.076859 1.376730 0.3 0.7 0.0
H -2.473785 0.028268 1.133662 0.1 0.0 -0.2
H -3.375217 -0.144042 -0.383229 0.3 0.0 0.0
H -2.563474 2.059698 -0.323927 0.2 -0.2 0.0
H -1.708529 1.172600 -1.606927 0.0 0.0 0.3
Cu 0.383936 0.343277 0.862859 -1.6 -0.8 -0.2
O 2.244989 0.511406 0.725437 2.3 0.0 -1.4
H 2.830886 1.134964 1.162601 0.1 0.0 -0.1
C 2.911793 -0.131699 -0.431248 0.7 -0.3 0.6
H 3.309750 0.464103 -1.261597 -0.7 0.9 0.5
H 3.824365 -0.573342 -0.009887 -0.5 -0.6 -0.2
H 2.204881 -0.835892 -0.888169 0.3 0.1 0.6
```
Positions in Å, forces in eV/Å.

* energy relative to the best compared isomer or geometry (same formula, charge and spin): 38.2 kJ/mol
* largest force on an atom: 2.7 eV/A
* total charge: 0
* spin multiplicity: 2
* frontier orbital gap (alpha / beta): 7.75 / 7.84 eV


What is the total charge in the fourth record? +3